Record 1
This record from the Open Molecules 2025 dataset describes a 11-piece molecular cluster, C22H66O11S11 overall. The level of theory is ωB97M-V/def2-TZVPD.

## Properties
Kohn-Sham gap ... 8.463 eV
HOMO level ... -8.38 eV
Energy above the lowest of the compared OMol25 structures with the same formula, charge and spin ... 0.000 eV

XYZ file:
```
110
Properties=species:S:1:pos:R:3:forces:R:3
C 2.989 -5.248 0.992 -0.3193 -1.0977 0.0343
S 2.632 -3.903 -0.107 0.5492 -0.0032 -0.4738
O 1.292 -3.367 0.238 -0.4094 0.1761 0.0932
C 3.834 -2.759 0.517 1.1088 0.0441 0.1189
H 4.030 -5.564 0.921 0.0448 0.3056 0.0385
H 2.400 -6.100 0.631 -0.0337 0.1942 0.1013
H 2.682 -5.049 2.017 0.1104 0.2175 -0.0009
H 3.658 -2.513 1.561 -0.3040 0.1352 -0.0134
H 3.838 -1.871 -0.109 -0.2727 0.2178 0.1085
H 4.843 -3.197 0.466 -0.3536 -0.0961 -0.1663
C -3.203 -5.627 0.132 0.1477 -0.7262 0.0095
S -2.790 -4.105 0.966 -0.6936 0.3586 -0.5946
O -1.941 -4.470 2.106 0.6587 -0.3072 0.9159
C -1.703 -3.536 -0.325 -0.4499 0.3197 -0.3726
H -3.828 -6.214 0.802 -0.1465 0.0998 -0.0218
H -2.287 -6.203 -0.048 -0.0551 0.2073 0.0267
H -3.715 -5.447 -0.811 -0.1145 0.1134 0.0071
H -1.212 -2.622 -0.010 0.1879 0.0200 0.1976
H -2.334 -3.300 -1.191 0.1597 -0.1810 -0.0233
H -0.985 -4.320 -0.523 0.2606 0.0467 -0.1446
C -2.376 -1.558 3.509 0.5635 -0.2024 0.5350
S -3.495 -0.892 2.327 0.2438 0.3896 -0.3642
O -4.792 -0.904 3.017 -1.2054 -0.1515 0.1885
C -2.937 0.796 2.439 0.2431 0.8804 -0.3646
H -2.306 -0.880 4.360 0.0044 -0.0843 -0.0133
H -1.384 -1.755 3.106 0.0231 0.0770 -0.0971
H -2.824 -2.498 3.813 0.0408 -0.1506 0.0129
H -2.957 1.167 3.464 0.1666 -0.3130 0.1113
H -3.608 1.461 1.885 -0.0573 -0.3526 -0.1553
H -1.939 0.879 1.996 -0.0395 -0.0124 0.2163
C 0.721 0.886 1.132 0.4765 0.2643 -0.2669
S 1.494 0.970 -0.490 -0.7507 0.7194 -0.0705
O 2.827 0.338 -0.392 0.8991 -0.5657 0.0430
C 0.442 -0.251 -1.278 0.2620 0.0153 -0.2658
H 0.476 -0.139 1.384 -0.1260 -0.1850 0.1081
H -0.145 1.544 1.074 -0.1022 -0.0419 0.1408
H 1.453 1.304 1.824 -0.0823 0.0718 0.0262
H 0.911 -1.190 -0.981 -0.3320 -0.2116 0.0820
H 0.487 -0.117 -2.361 -0.0235 0.0074 0.0220
H -0.587 -0.159 -0.941 -0.0511 -0.0579 0.0712
C -2.435 4.465 -0.534 -0.2414 0.0796 0.4090
S -0.826 4.786 -1.221 -0.8933 0.5334 -1.1903
O 0.151 4.507 -0.169 1.0948 -0.3628 1.2693
C -0.755 3.411 -2.329 0.0980 -0.9062 -0.6701
H -2.527 5.207 0.260 -0.1989 -0.0624 0.0129
H -2.511 3.466 -0.101 0.1912 -0.0219 -0.0553
H -3.219 4.608 -1.274 0.0188 0.0616 -0.1256
H -0.808 2.462 -1.789 0.0119 0.1824 0.1604
H 0.201 3.439 -2.852 0.0894 0.0922 0.0815
H -1.544 3.395 -3.085 -0.1399 0.3192 0.1767
C -1.693 2.276 -6.237 -0.7230 0.1569 -0.1161
S -0.181 1.552 -5.670 0.4759 -0.0222 -0.1384
O -0.557 0.497 -4.691 -0.1124 -0.0985 0.4453
C 0.166 0.640 -7.158 -0.5098 -0.3418 -0.3757
H -1.514 2.876 -7.131 0.0562 0.1425 0.1584
H -2.089 2.874 -5.419 -0.0122 0.1683 -0.0733
H -2.445 1.514 -6.466 0.2633 -0.1105 0.0430
H 0.184 1.279 -8.041 0.2253 0.0740 0.0914
H -0.678 -0.053 -7.243 0.1625 -0.0279 -0.0701
H 1.074 0.061 -7.035 0.1748 0.0307 0.0354
C -3.206 -0.858 -3.754 0.1982 -0.4177 -0.9958
S -2.923 0.639 -2.838 -0.7262 -0.2671 0.5254
O -3.937 1.582 -3.382 0.1320 0.6664 -0.3097
C -3.628 0.033 -1.301 0.1855 -0.0629 0.3072
H -2.712 -0.713 -4.718 0.1323 -0.0459 0.1680
H -4.271 -0.958 -3.970 -0.0552 0.0462 0.4238
H -2.794 -1.753 -3.286 -0.0032 0.1206 0.1235
H -3.631 0.841 -0.566 0.2597 -0.0171 -0.0387
H -2.983 -0.790 -0.977 -0.1905 0.0788 0.2526
H -4.662 -0.291 -1.404 0.0300 -0.1266 -0.3141
C -0.235 3.235 6.487 0.0136 -0.4618 -0.4162
S -1.250 3.486 5.031 0.0054 -1.1954 -0.0667
O -1.544 4.918 4.921 -0.2444 1.3077 0.0518
C 0.040 3.158 3.835 0.2651 0.8060 -0.2925
H 0.124 2.204 6.443 -0.0123 -0.0004 0.0757
H -0.870 3.369 7.352 0.0425 0.1775 0.2461
H 0.605 3.920 6.429 0.0100 0.1982 0.2317
H -0.197 3.793 2.972 -0.2427 -0.3870 -0.0115
H 0.076 2.111 3.569 0.0928 -0.2169 0.0427
H 1.004 3.536 4.179 0.0285 -0.3171 0.1326
C 2.694 5.565 1.975 -0.4323 0.0244 0.7447
S 3.806 4.181 2.086 0.9792 0.5077 -0.3885
O 3.104 3.129 2.849 -0.5916 -0.7756 0.3334
C 3.734 3.718 0.348 -0.4159 -0.4036 0.0803
H 1.724 5.243 1.588 0.1840 0.0861 -0.3281
H 3.173 6.358 1.412 -0.1010 0.1067 -0.2481
H 2.530 5.901 3.004 0.1658 0.0474 -0.1222
H 3.995 2.659 0.286 -0.0918 0.0469 0.1002
H 4.448 4.267 -0.256 0.0041 0.3427 0.0350
H 2.699 3.878 0.032 0.1603 -0.1205 -0.2632
C 3.015 -0.619 4.363 -0.0987 -0.2751 -0.0188
S 1.685 -1.658 4.947 -0.1250 -0.1320 -0.0837
O 0.464 -0.809 4.968 -0.1924 0.2899 0.1322
C 1.540 -2.647 3.478 -0.0944 -0.7974 -0.1428
H 2.622 0.026 3.588 -0.0503 0.2106 -0.1543
H 3.809 -1.252 3.965 0.1312 0.1411 0.1985
H 3.321 -0.046 5.227 0.3525 0.2641 0.0193
H 0.709 -3.337 3.625 -0.0797 0.0266 0.0352
H 2.440 -3.252 3.337 -0.0059 0.1581 0.0869
H 1.334 -2.062 2.589 0.0737 0.2652 -0.0588
C 3.129 -2.372 -3.549 -0.2481 -0.3848 0.2046
S 1.585 -1.982 -4.377 0.1064 0.4533 0.1014
O 1.673 -2.442 -5.784 -0.0398 -0.2044 -0.3546
C 0.584 -3.175 -3.474 0.6964 -0.4732 -0.6431
H 3.019 -1.889 -2.574 0.3749 -0.0735 0.0383
H 3.963 -1.972 -4.113 -0.0301 0.3380 -0.0530
H 3.269 -3.452 -3.456 -0.0894 0.0538 0.0801
H 0.914 -4.167 -3.805 0.0252 0.1163 0.1095
H -0.435 -3.044 -3.813 -0.2900 0.1990 0.3559
H 0.785 -3.054 -2.414 -0.4578 0.0490 0.1997
```
Positions in Å, forces in eV/Å.

Atom charges from the Löwdin analysis, given in e for atoms 1 to 6: -0.2603, 0.8060, -0.5454, -0.2503, 0.0615, 0.0565

---

Record 2
This record from the Open Molecules 2025 dataset describes C31H41F32NO12PS2 as an isolated structure. The level of theory is ωB97M-V/def2-TZVPD.

## Properties
Kohn-Sham gap ... 7.161 eV
Charge ... -1
HOMO level ... -5.70 eV

XYZ file:
```
120
Properties=species:S:1:pos:R:3:forces:R:3
C 1.529 6.455 -7.661 -0.4202 -0.2773 0.0220
O 0.522 7.018 -6.873 -0.0650 0.2228 -0.2740
C 0.166 6.132 -5.828 -0.1516 0.4872 0.0317
C -0.957 6.748 -5.035 0.0211 0.4327 0.1814
C -0.617 6.931 -3.573 0.4460 -0.7066 -0.1614
C -0.107 5.675 -2.887 -0.7814 0.0862 -0.1315
C -0.952 4.455 -3.151 0.5637 -0.2025 0.2034
C -0.318 3.189 -2.615 -0.6787 -0.0111 0.1132
C -0.216 3.124 -1.092 0.3593 -0.3338 -0.4311
C 1.098 2.507 -0.615 -0.8267 0.5602 0.1841
C 1.736 3.189 0.578 0.6260 -0.6053 -0.9204
S 2.871 4.446 0.043 -1.0558 -0.3472 0.9541
O 2.113 5.369 -0.749 -0.3922 0.4300 -1.0739
O 3.417 5.044 1.221 0.9452 0.0438 1.0826
N 3.907 3.539 -0.767 -0.0573 0.6690 -0.1186
S 4.547 4.233 -2.017 0.3106 -1.0128 -0.5292
O 3.672 4.604 -3.089 -0.9983 -0.0348 -0.8085
O 5.534 5.208 -1.718 1.3067 1.1255 0.6043
C 5.484 2.852 -2.700 -1.0985 -0.7624 -0.4094
P 4.434 1.454 -3.187 0.3077 0.8578 0.4329
O 3.515 0.941 -2.208 -1.4295 -0.8969 1.4257
O 5.431 0.275 -3.589 0.6827 0.0207 -0.5907
O 3.656 1.891 -4.495 0.4675 0.2049 -0.5917
H 1.126 5.671 -8.293 -0.2033 -0.3595 -0.3365
H 1.959 7.206 -8.293 0.2607 0.5254 -0.2523
H 2.282 5.992 -7.045 0.6335 -0.0773 0.3272
H 1.036 6.004 -5.201 0.4224 -0.2876 0.2843
H -0.123 5.171 -6.230 -0.0268 -0.5218 -0.2826
H -1.115 7.726 -5.449 -0.1647 0.5763 -0.3656
H -1.882 6.225 -5.160 -0.5482 -0.5295 -0.1056
H 0.169 7.661 -3.536 0.3683 0.6446 0.2904
H -1.466 7.292 -3.021 -0.5354 0.4077 0.1707
H 0.916 5.459 -3.121 0.6801 -0.0366 -0.1560
H -0.144 5.863 -1.837 0.3652 0.1641 0.8434
H -1.918 4.555 -2.683 -0.6896 0.1969 0.0943
H -1.108 4.319 -4.206 -0.1770 -0.0098 -0.5559
H -0.973 2.392 -2.926 -0.1418 -0.6622 -0.2920
H 0.633 3.011 -3.086 0.5837 0.0695 -0.1711
H -1.027 2.497 -0.758 -0.4666 -0.0981 0.3840
H -0.366 4.100 -0.670 0.0693 0.5728 0.2642
H 0.916 1.492 -0.348 -0.0398 -0.8363 0.1643
H 1.790 2.455 -1.427 0.6032 0.0755 -0.3867
H 2.330 2.443 1.064 0.5209 -0.2298 0.6146
H 1.036 3.601 1.275 -0.3841 0.4804 0.3767
H 5.930 3.233 -3.599 0.5700 0.4200 -0.3312
H 6.217 2.523 -1.999 0.5629 -0.2203 0.4671
H 4.925 -0.510 -3.349 0.1507 -0.3366 0.0459
H 4.182 2.554 -4.957 -0.3378 0.2745 -0.2952
C 1.012 -3.023 3.053 0.2643 0.2326 0.4549
C -0.011 -4.098 2.642 -0.1665 0.4921 0.2651
C 0.017 -4.569 1.182 0.0920 -0.3618 -0.2638
F -0.256 -3.568 0.333 -0.0208 -0.0927 0.0749
F -0.922 -5.538 0.986 0.0672 0.0651 0.2723
F -1.249 -3.700 2.984 -0.0803 -0.0940 -0.0914
F 0.270 -5.199 3.416 0.1381 -0.2065 -0.2461
O 0.534 -1.685 3.099 -0.3405 -0.6374 -0.5963
C 0.549 -0.938 1.941 0.5290 0.0002 0.3454
C -0.861 -0.536 1.503 -0.2551 0.2856 -0.0465
F -1.635 -1.619 1.279 0.0441 0.0075 0.0105
F -0.770 0.168 0.359 -0.1268 -0.1201 0.0062
F 1.228 -1.556 0.959 -0.1296 0.1127 -0.0692
F 1.214 0.201 2.224 -0.0729 0.1262 -0.0253
H 1.270 -3.249 4.085 -0.1517 -0.0111 0.0995
H 1.945 -3.102 2.499 -0.1035 -0.0509 -0.2842
H 0.993 -4.995 0.931 0.0126 0.0349 0.0883
H -1.337 0.076 2.272 0.1038 0.0182 0.0453
C -1.059 -8.566 3.113 -0.2359 0.7088 -0.3018
C -1.437 -9.027 4.527 -0.1844 -0.4082 -0.3901
C -0.340 -8.975 5.589 0.0779 0.0525 0.3334
F 0.695 -9.780 5.265 -0.1845 0.1651 0.2598
F -0.851 -9.406 6.769 0.0283 0.0272 -0.0993
F -1.970 -10.268 4.471 0.0006 0.0520 0.1132
F -2.424 -8.192 4.957 0.1139 0.1949 0.1077
O -0.736 -9.575 2.181 -0.1206 -0.3385 0.3385
C 0.530 -10.072 2.130 -0.0112 0.4111 -0.1243
C 0.556 -11.554 2.498 0.0915 -0.3380 0.0466
F 0.073 -11.742 3.743 0.0936 -0.1058 -0.1773
F 1.836 -11.994 2.470 -0.0018 0.0004 -0.0294
F 1.376 -9.355 2.892 0.1973 -0.1319 -0.2127
F 0.952 -9.969 0.850 0.1430 -0.0864 -0.0733
H -1.955 -8.106 2.705 -0.1334 -0.0535 0.0490
H -0.310 -7.775 3.126 0.1110 -0.0826 0.2047
H 0.023 -7.951 5.719 0.0007 -0.0206 -0.0410
H -0.044 -12.130 1.791 0.0098 0.0398 -0.0330
C -5.500 0.719 -5.562 -0.5815 -0.4909 -0.1514
C -4.983 0.635 -4.119 0.4590 -0.0803 -0.2854
C -5.313 1.809 -3.197 -0.0092 0.1278 0.3512
F -4.774 2.956 -3.660 -0.2042 -0.1785 0.3584
F -4.794 1.562 -1.972 -0.0508 0.0066 -0.1167
F -3.655 0.413 -4.129 -0.0764 -0.0694 0.1137
F -5.573 -0.464 -3.561 -0.2090 0.0792 0.0557
O -4.586 1.163 -6.533 0.2996 0.0482 0.2419
C -4.420 2.503 -6.733 -0.3216 -0.0694 -0.1497
C -3.005 2.943 -6.368 0.4343 0.1363 0.0634
F -2.751 2.656 -5.079 0.0898 0.0692 -0.2814
F -2.899 4.279 -6.545 -0.0588 0.0242 -0.0330
F -5.351 3.217 -6.071 0.0642 0.2015 -0.2833
F -4.598 2.735 -8.053 0.0385 0.1274 -0.0717
H -5.720 -0.306 -5.849 0.0876 -0.0989 0.0546
H -6.446 1.257 -5.623 0.0557 0.1396 0.1777
H -6.396 1.931 -3.099 0.0248 0.0022 -0.0350
H -2.270 2.437 -6.999 -0.0641 -0.0259 -0.0358
C 0.673 -0.513 9.160 0.0550 0.0419 0.7731
C -0.754 -0.484 8.595 0.2600 0.4116 -0.2572
C -1.286 -1.786 7.998 -0.2761 -0.1880 -0.0999
F -0.537 -2.181 6.944 -0.4064 -0.0688 0.1885
F -2.551 -1.582 7.561 0.1018 -0.0058 0.0380
F -0.864 0.516 7.698 -0.1337 -0.0353 0.0832
F -1.578 -0.182 9.640 -0.0388 -0.1997 0.1078
O 1.693 -0.027 8.322 -0.2773 0.0812 -0.2845
C 2.255 -0.859 7.401 0.1528 -0.0958 0.2988
C 1.976 -0.378 5.980 -0.0317 0.2281 -0.5421
F 0.650 -0.312 5.756 0.2294 -0.0003 -0.0544
F 2.515 -1.261 5.105 0.0881 -0.0412 0.1254
F 1.854 -2.135 7.581 0.3410 -0.0357 -0.1349
F 3.591 -0.828 7.592 0.0957 -0.0680 -0.0994
H 0.666 0.176 10.001 -0.0877 0.1150 -0.0157
H 0.924 -1.489 9.574 -0.1299 -0.1105 -0.1494
H -1.300 -2.580 8.751 0.0332 0.0192 -0.0178
H 2.409 0.610 5.811 0.0907 -0.0358 0.0658
```
Positions in Å, forces in eV/Å.

Atom charges from the Löwdin analysis, given in e for atoms 1 to 6: -0.1279, -0.1760, -0.2300, -0.1839, -0.1882, -0.2101